No. 1
{
  "formula": "C30H26F5NOP2PdTe",
  "method": "wB97M-V/def2-TZVPD",
  "max_force_ev_per_a": 0.622,
  "e_tot_ha": -2866.76237,
  "spin_multiplicity": 3,
  "e_above_lowest_kj_mol": 0.0,
  "gap_ha": [0.27528, 0.21597],
  "symbols": ["Pd", "C", "P", "C", "C", "C", "C", "C", "C", "C", "C", "C", "C", "C", "C", "C", "C", "C", "C", "C", "P", "C", "C", "C", "C", "C", "C", "C", "C", "C", "C", "C", "C", "N", "H", "H", "H", "H", "H", "H", "H", "H", "H", "H", "H", "H", "H", "H", "H", "H", "H", "H", "H", "H", "H", "H", "H", "H", "H", "H", "F", "Te", "F", "F", "F", "F", "O"],
  "xyz": [[0.1397, 1.0479, 0.2084], [-2.5992, 0.2426, 1.7962], [-2.1792, 0.5421, -0.0104], [-2.7399, -1.0265, -0.7508], [-1.8042, -2.0544, -0.8573], [-2.1840, -3.2955, -1.3472], [-3.4938, -3.5120, -1.7498], [-4.4258, -2.4876, -1.6608], [-4.0524, -1.2500, -1.1597], [-3.3722, 1.8031, -0.5267], [-4.6374, 1.9690, 0.0341], [-5.4646, 2.9903, -0.4051], [-5.0338, 3.8501, -1.4071], [-3.7734, 3.6946, -1.9642], [-2.9401, 2.6784, -1.5214], [-1.4328, -0.4202, 2.4242], [-1.3208, -1.5623, 3.2906], [0.0186, -1.7703, 3.4740], [0.6925, -0.7524, 2.7090], [2.1282, -0.5257, 2.4261], [2.2837, -0.0935, 0.6153], [4.0667, 0.2214, 0.4360], [4.4921, 1.5458, 0.5251], [5.8393, 1.8524, 0.4049], [6.7634, 0.8418, 0.1828], [6.3419, -0.4774, 0.0796], [4.9972, -0.7894, 0.2046], [2.0410, -1.6976, -0.2128], [1.9630, -2.9294, 0.4268], [1.7243, -4.0864, -0.3059], [1.5800, -4.0223, -1.6825], [1.6590, -2.7950, -2.3305], [1.8762, -1.6400, -1.5996], [-0.2080, 0.0422, 2.1121], [-3.5238, -0.3131, 1.9474], [-2.7067, 1.2490, 2.2173], [-0.7748, -1.8775, -0.5632], [-1.4490, -4.0858, -1.4245], [-3.7885, -4.4766, -2.1426], [-5.4453, -2.6515, -1.9854], [-4.7809, -0.4506, -1.1029], [-4.9819, 1.3053, 0.8186], [-6.4435, 3.1190, 0.0385], [-5.6785, 4.6519, -1.7427], [-3.4250, 4.3788, -2.7263], [-1.9355, 2.5831, -1.9198], [-2.1445, -2.1213, 3.7043], [0.4990, -2.5336, 4.0649], [2.7592, -1.3570, 2.7409], [2.4715, 0.3738, 2.9487], [3.7666, 2.3370, 0.6720], [6.1614, 2.8833, 0.4689], [7.8134, 1.0827, 0.0786], [7.0619, -1.2643, -0.1046], [4.6701, -1.8181, 0.1117], [2.0832, -3.0044, 1.5000], [1.6577, -5.0391, 0.2039], [1.4004, -4.9255, -2.2514], [1.5355, -2.7369, -3.4040], [1.9043, -0.6774, -2.0997], [0.0950, 5.1535, -1.6656], [0.9046, 4.0905, -0.3436], [2.6180, 4.5917, -0.9338], [1.7190, 3.3209, 1.1901], [0.9565, 5.6650, 0.6539], [-0.7785, 3.8425, 0.4892], [0.8343, 2.5710, -1.2967]],
  "mulliken_charge": [-0.17, -0.63, 1.64, -0.18, 0.45, -0.53, -0.52, -0.76, -0.43, 0.67, -0.24, -0.67, -0.49, -0.68, -0.55, -0.13, -0.95, -0.87, 0.12, -1.12, 1.11, 0.75, -0.39, -0.64, -0.46, -0.70, -0.48, 0.29, 0.07, -0.76, -0.59, -0.61, -0.50, -0.21, 0.42, 0.45, -0.04, 0.43, 0.39, 0.41, 0.36, 0.31, 0.41, 0.38, 0.42, 0.31, 0.49, 0.51, 0.46, 0.58, 0.30, 0.43, 0.37, 0.40, 0.37, 0.26, 0.44, 0.42, 0.42, 0.46, -0.43, 2.24, -0.44, -0.53, -0.39, -0.50, -0.93]
}

---

No. 2
{
  "formula": "CH2N4S",
  "method": "wB97M-V/def2-TZVPD",
  "max_force_ev_per_a": 3.124,
  "e_tot_ha": -656.37761,
  "smiles": "C1N=NN=NS1",
  "e_above_lowest_kj_mol": 276.1,
  "gap_ha": 0.31838,
  "symbols": ["C", "N", "N", "N", "N", "S", "H", "H"],
  "xyz": [[-0.2202, 0.0162, 0.2174], [-0.8960, -1.1157, 0.8011], [-1.9604, -1.4491, 0.2873], [-2.6987, -0.7673, -0.5328], [-2.7200, 0.4902, -0.3998], [-1.5238, 1.3152, 0.3555], [0.6526, 0.2829, 0.8030], [0.0093, -0.1211, -0.8436]],
  "mulliken_charge": [-0.35, -0.16, 0.05, -0.22, -0.04, 0.10, 0.31, 0.31]
}

---

No. 3
{
  "formula": "C15H15F5N8O2",
  "method": "wB97M-V/def2-TZVPD",
  "max_force_ev_per_a": 4.659,
  "e_tot_ha": -1668.30238,
  "smiles": "Cc1nonc1Cn1nnc2c(N3CCC(F)(F)C3)nc(O[C@@H](C)C(F)(F)F)nc21",
  "e_above_lowest_kj_mol": 265.4,
  "gap_ha": 0.32623,
  "symbols": ["C", "C", "N", "O", "N", "C", "C", "N", "N", "N", "C", "C", "N", "C", "C", "C", "F", "F", "C", "N", "C", "O", "C", "C", "C", "F", "F", "F", "N", "C", "H", "H", "H", "H", "H", "H", "H", "H", "H", "H", "H", "H", "H", "H", "H"],
  "xyz": [[1.3909, 4.6166, -1.6573], [0.8344, 4.8426, -0.2815], [1.2881, 5.8090, 0.4299], [0.3993, 5.8835, 1.5579], [-0.8485, 5.2180, 1.2744], [-0.4519, 4.4817, 0.2895], [-1.3119, 3.5003, -0.4526], [-1.4115, 2.2751, 0.2425], [-2.5172, 1.8414, 0.9263], [-2.4600, 0.5313, 1.0707], [-1.1756, 0.1523, 0.6228], [-0.3804, -1.0071, 0.6330], [-0.7797, -2.2376, 1.2064], [-0.1479, -3.4738, 0.7186], [-1.2902, -4.5004, 0.9004], [-2.0947, -3.8294, 1.9309], [-3.3478, -4.3617, 1.9810], [-1.6339, -4.2985, 3.1121], [-2.0734, -2.3156, 1.8965], [0.9395, -1.0978, 0.2806], [1.4188, 0.0438, -0.1954], [2.7798, 0.1399, -0.4118], [3.5806, 0.5307, 0.7341], [5.0188, 0.0069, 0.5450], [3.5373, 2.0078, 1.1554], [4.5033, 2.1627, 2.1107], [2.3516, 2.0921, 1.7350], [3.6777, 2.8518, 0.1212], [0.7027, 1.1684, -0.2517], [-0.5282, 1.2255, 0.1510], [0.5913, 4.8691, -2.3445], [2.3066, 5.3286, -1.7565], [1.7776, 3.5554, -1.8121], [-2.2032, 3.9153, -0.7100], [-0.8317, 3.3486, -1.4107], [0.7969, -3.8080, 1.3099], [0.1078, -3.5246, -0.3425], [-1.9343, -4.4361, -0.0390], [-1.0279, -5.5210, 1.1493], [-2.9038, -1.8006, 1.4241], [-2.1012, -1.7849, 2.8577], [3.1533, -0.0932, 1.5340], [5.4915, 0.0177, 1.5206], [4.9892, -1.0683, 0.2245], [5.6309, 0.5553, -0.1672]],
  "mulliken_charge": [-1.32, 0.94, -0.52, -0.12, -0.55, 0.80, -1.08, 0.84, -1.19, -0.09, 1.32, -0.56, 0.25, -0.38, -0.98, 1.22, -0.38, -0.33, -1.07, -0.45, -0.20, -0.43, 0.16, -1.53, 0.92, -0.30, -0.24, -0.24, -0.26, 0.30, 0.45, 0.37, 0.18, 0.52, 0.40, 0.25, 0.31, 0.30, 0.39, 0.46, 0.32, 0.38, 0.41, 0.38, 0.32]
}

---

No. 4
{
  "formula": "C2HF",
  "method": "wB97M-V/def2-TZVPD",
  "max_force_ev_per_a": 7.034,
  "e_tot_ha": -176.32785,
  "e_above_lowest_kj_mol": 572.5,
  "gap_ha": [0.31361, 0.31690],
  "symbols": ["C", "C", "F", "H"],
  "xyz": [[0.6400, 0.2625, -0.2288], [0.4960, 1.2407, -0.8343], [-0.7138, -1.2890, 0.5160], [-0.4223, -0.2142, 0.5472]],
  "mulliken_charge": [-0.26, 0.16, -0.35, 0.45]
}

---

No. 5
{
  "formula": "C26H35BCrN12OS",
  "method": "wB97M-V/def2-TZVPD",
  "max_force_ev_per_a": 1.179,
  "e_tot_ha": -3211.55287,
  "spin_multiplicity": 2,
  "total_charge": 1,
  "e_above_lowest_kj_mol": 84.3,
  "gap_ha": [0.28566, 0.30329],
  "symbols": ["Cr", "C", "C", "N", "N", "C", "B", "N", "C", "C", "C", "N", "N", "C", "C", "C", "N", "N", "C", "C", "C", "N", "H", "H", "H", "H", "H", "H", "H", "H", "H", "H", "H", "H", "C", "C", "C", "C", "N", "N", "C", "H", "H", "H", "H", "H", "H", "H", "H", "C", "C", "C", "C", "N", "C", "S", "N", "C", "H", "H", "H", "H", "H", "H", "H", "H", "C", "C", "C", "O", "H", "H", "H", "H", "H", "H", "H"],
  "xyz": [[0.1199, -0.0679, 0.1396], [1.6057, -3.7097, -1.3665], [1.8106, -2.4614, -0.8016], [0.6305, -1.8612, -0.5939], [-0.3395, -2.7159, -1.0015], [0.2271, -3.8296, -1.4715], [-1.8543, -2.4133, -0.7432], [-2.0245, -2.0994, 0.7686], [-2.9591, -2.5332, 1.6256], [-2.7111, -1.9804, 2.8637], [-1.5814, -1.1953, 2.6648], [-1.1657, -1.2535, 1.3992], [-2.2185, -1.1053, -1.4769], [-3.1037, -0.7565, -2.4198], [-2.9875, 0.6034, -2.6415], [-1.9806, 1.0196, -1.7793], [-1.5283, -0.0109, -1.0636], [-2.6545, -3.6198, -1.1472], [-2.7339, -4.8136, -0.4964], [-3.3704, -5.6983, -1.3230], [-3.6371, -4.9500, -2.4902], [-3.2001, -3.7080, -2.3913], [2.3509, -4.4276, -1.6636], [2.7269, -1.9470, -0.5552], [-0.3830, -4.6350, -1.8512], [-3.7455, -3.1935, 1.2987], [-3.2703, -2.1188, 3.7726], [-1.0802, -0.5704, 3.3775], [-3.7323, -1.5059, -2.8703], [-3.5474, 1.2014, -3.3393], [-1.5521, 2.0001, -1.6469], [-2.3120, -4.9532, 0.4866], [-3.6119, -6.7280, -1.1200], [-4.1305, -5.2692, -3.3963], [1.7719, 4.4854, -2.3258], [1.5362, 3.0115, -2.3160], [1.5468, 2.0739, -3.3246], [1.1910, 0.8543, -2.7254], [0.9991, 1.0361, -1.4221], [1.2025, 2.3512, -1.1977], [1.0612, -0.4739, -3.3889], [2.4493, 4.7513, -3.1344], [2.2122, 4.8254, -1.3875], [0.8393, 5.0307, -2.4781], [1.7836, 2.2393, -4.3629], [0.9680, 2.6821, -0.2733], [1.1194, -0.3506, -4.4685], [0.1084, -0.9496, -3.1484], [1.8662, -1.1387, -3.0758], [4.1723, 3.5081, 2.7531], [3.5454, 2.2367, 2.2917], [2.7116, 1.4727, 3.0423], [2.1529, 0.3314, 2.4385], [2.2652, 0.0538, 1.1572], [3.3238, 0.6455, 0.4690], [4.0747, 0.0709, -0.8625], [3.8605, 1.7868, 1.0795], [1.5110, -0.6917, 3.3075], [4.0732, 3.6228, 3.8290], [3.6738, 4.3501, 2.2688], [5.2300, 3.5443, 2.4895], [2.5040, 1.7207, 4.0720], [4.6203, 2.2030, 0.5561], [0.9893, -0.2587, 4.1592], [2.3326, -1.2966, 3.7031], [0.8709, -1.3526, 2.7384], [-0.6087, 3.6725, 1.8284], [-1.2563, 2.3878, 1.3411], [-2.1667, 1.7896, 2.3879], [-0.2004, 1.5239, 0.9278], [-1.3569, 4.3667, 2.2145], [-0.0738, 4.1803, 1.0202], [0.1036, 3.4485, 2.6298], [-1.8719, 2.6203, 0.4671], [-1.5869, 1.4773, 3.2605], [-2.7113, 0.9299, 1.9991], [-2.8935, 2.5347, 2.7142]],
  "mulliken_charge": [-1.14, -1.39, -0.64, 1.63, 0.60, -0.09, 0.37, 0.25, -0.20, -1.64, -0.43, 0.80, 0.16, 0.04, -1.82, -0.34, 1.02, 0.33, -0.38, -0.95, -0.33, -0.98, 0.47, 0.12, 0.44, 0.68, 0.48, 0.43, 0.58, 0.48, 0.46, 0.59, 0.45, 0.48, -1.45, 0.62, -1.53, 0.24, 1.42, 0.32, -0.88, 0.41, 0.31, 0.26, 0.55, -0.21, 0.51, -0.02, 0.15, -1.49, 0.76, -0.92, 1.37, 0.39, -0.69, -0.35, 0.10, -1.77, 0.39, 0.30, 0.42, 0.50, 0.36, 0.40, 0.39, 0.32, -1.35, 0.51, -1.41, -0.54, 0.46, 0.31, 0.25, 0.10, 0.19, 0.20, 0.57]
}

---

No. 6
{
  "formula": "C5H22N2O6",
  "method": "wB97M-V/def2-TZVPD",
  "max_force_ev_per_a": 3.719,
  "e_tot_ha": -764.71981,
  "smiles": "CC[C@H](C)NC(N)=O.O.O.O.O.O",
  "e_above_lowest_kj_mol": 17.8,
  "gap_ha": 0.34783,
  "symbols": ["C", "C", "C", "C", "N", "C", "N", "O", "H", "H", "H", "H", "H", "H", "H", "H", "H", "H", "H", "H", "O", "H", "H", "O", "H", "H", "O", "H", "H", "O", "H", "H", "O", "H", "H"],
  "xyz": [[-1.5947, 2.3918, 1.9175], [-0.6003, 1.3868, 1.3442], [-1.0667, -0.0645, 1.5534], [-0.9159, -0.4813, 3.0167], [-0.2343, -0.9418, 0.7402], [-0.7544, -1.5250, -0.3886], [0.0458, -2.4922, -1.0433], [-1.9036, -1.2813, -0.8289], [-2.5415, 2.3004, 1.4592], [-1.7120, 2.2787, 2.9837], [-1.2735, 3.4356, 1.7177], [0.3326, 1.5143, 1.7843], [-0.4390, 1.6016, 0.2529], [-2.1590, -0.1822, 1.2808], [0.1249, -0.4460, 3.3672], [-1.2577, -1.4957, 3.1867], [-1.4493, 0.1591, 3.7002], [0.7058, -1.1711, 1.1035], [-0.3566, -2.7976, -1.9011], [1.0500, -2.3122, -1.1174], [2.5510, -0.8819, 1.5036], [3.2352, -1.3876, 1.1294], [2.6336, -0.0688, 0.9649], [-1.9303, 1.2661, -1.6855], [-2.4449, 1.1765, -2.5356], [-1.9720, 0.3885, -1.2639], [1.7478, -1.0240, -2.6913], [1.4508, -1.1727, -3.6081], [1.4129, -0.1738, -2.4500], [2.6079, 1.2223, -0.1569], [3.0094, 2.1043, -0.1039], [1.8300, 1.2164, -0.7279], [0.7028, 1.3777, -2.0526], [0.8177, 2.0664, -2.6339], [-0.2917, 1.3252, -1.8338]],
  "mulliken_charge": [-1.62, 0.21, 0.21, -1.59, 0.04, 0.42, -0.51, -0.83, 0.37, 0.37, 0.40, 0.47, -0.22, 0.38, 0.32, 0.41, 0.41, 0.30, 0.24, 0.27, -0.66, 0.29, 0.38, -0.72, 0.29, 0.41, -0.68, 0.30, 0.41, -0.67, 0.28, 0.40, -0.68, 0.23, 0.36]
}

---

No. 7
{
  "formula": "C3H3NO2",
  "method": "wB97M-V/def2-TZVPD",
  "max_force_ev_per_a": 1.172,
  "e_tot_ha": -321.24784,
  "smiles": "N#CC(O)=C=O.[H][H]",
  "e_above_lowest_kj_mol": 340.8,
  "gap_ha": 0.33976,
  "symbols": ["N", "C", "C", "O", "C", "O", "H", "H", "H"],
  "xyz": [[0.0087, 1.8849, -1.4403], [-0.1750, 0.8332, -0.9854], [-0.4198, -0.4640, -0.4480], [-1.2349, -1.3711, -1.1038], [0.0335, -0.8310, 0.7545], [0.4076, -1.2233, 1.7790], [-0.6770, -1.9424, -1.6474], [0.6769, 1.6761, 1.5829], [1.3800, 1.4377, 1.5084]],
  "mulliken_charge": [-0.34, 0.02, 0.25, -0.48, 0.47, -0.26, 0.33, 0.00, 0.01]
}